Entry 1:
Entry from the Open Molecules 2025 dataset: a 10-piece molecular cluster, C22H60F3O11S9 overall at a distorted geometry (ωB97M-V with the def2-TZVPD basis set).

## Properties
Orbital gap ... 5.335 eV
Total charge ... -1
E_tot ... -5584.7168 a.u.
Energy above the lowest of the compared OMol25 structures with the same formula, charge and spin ... 78.9 kcal/mol

Atoms and positions in Å:
1 C 1.179 0.166 0.989
2 O 0.073 0.582 0.115
3 O 0.741 -1.045 1.552
4 C 2.677 0.311 0.491
5 F 3.407 0.287 1.562
6 F 3.172 -0.636 -0.428
7 F 2.871 1.503 -0.079
8 C 0.298 0.181 -1.223
9 C -1.131 0.329 -1.839
10 H -1.168 0.187 -2.919
11 H -1.752 -0.429 -1.362
12 H -1.545 1.308 -1.596
13 H 0.507 -0.879 -1.370
14 H 0.980 0.849 -1.748
15 H 1.097 0.882 1.807
16 C 5.168 -3.408 -5.676
17 S 3.952 -2.357 -6.499
18 O 2.553 -2.443 -5.869
19 C 4.694 -0.769 -6.104
20 H 4.910 -4.447 -5.881
21 H 5.032 -3.189 -4.617
22 H 6.197 -3.233 -5.991
23 H 5.690 -0.657 -6.533
24 H 4.844 -0.891 -5.031
25 H 4.089 0.099 -6.364
26 C 9.084 5.531 2.415
27 S 7.786 6.616 3.141
28 O 6.881 7.217 2.017
29 C 6.799 5.291 3.945
30 H 9.727 5.107 3.186
31 H 9.705 6.145 1.761
32 H 8.579 4.721 1.889
33 H 6.155 5.724 4.710
34 H 7.513 4.672 4.489
35 H 6.234 4.763 3.176
36 C -7.070 -3.692 -6.882
37 S -6.566 -4.219 -5.199
38 O -7.288 -3.231 -4.264
39 C -7.619 -5.717 -5.086
40 H -6.769 -4.446 -7.609
41 H -6.448 -2.813 -7.055
42 H -8.126 -3.443 -6.988
43 H -8.677 -5.514 -5.250
44 H -7.457 -6.173 -4.109
45 H -7.347 -6.447 -5.848
46 C 0.077 -6.291 -1.123
47 S -1.291 -7.341 -0.392
48 O -0.640 -7.796 0.903
49 C -2.365 -5.894 -0.070
50 H 1.025 -6.801 -1.293
51 H 0.286 -5.371 -0.576
52 H -0.302 -5.839 -2.039
53 H -1.830 -5.175 0.550
54 H -3.217 -6.297 0.478
55 H -2.914 -5.464 -0.907
56 C -2.335 6.556 0.550
57 S -1.045 6.436 -0.771
58 O -1.325 7.711 -1.524
59 C 0.481 6.645 0.282
60 H -2.264 7.571 0.940
61 H -2.009 5.804 1.269
62 H -3.366 6.378 0.244
63 H 1.399 6.824 -0.278
64 H 0.679 5.828 0.975
65 H 0.389 7.473 0.985
66 C -7.652 -2.076 1.681
67 S -7.152 -0.957 3.089
68 O -8.174 0.202 3.012
69 C -5.679 -0.265 2.268
70 H -6.705 -2.594 1.536
71 H -7.921 -1.339 0.924
72 H -8.528 -2.620 2.036
73 H -4.921 -1.018 2.049
74 H -5.177 0.468 2.899
75 H -6.119 0.238 1.407
76 C 1.538 0.710 7.983
77 S 0.060 0.139 8.909
78 O -0.440 1.119 9.968
79 C -1.114 0.285 7.466
80 H 1.514 1.655 7.439
81 H 1.639 0.019 7.146
82 H 2.385 0.687 8.668
83 H -2.198 0.260 7.579
84 H -0.830 -0.493 6.758
85 H -1.063 1.277 7.018
86 C -5.220 3.694 -9.806
87 S -3.853 2.484 -9.933
88 O -3.303 2.686 -11.355
89 C -2.784 3.383 -8.605
90 H -4.854 4.592 -10.304
91 H -5.467 4.051 -8.806
92 H -6.100 3.388 -10.371
93 H -3.239 3.625 -7.644
94 H -2.486 4.268 -9.168
95 H -1.900 2.764 -8.455
96 C 7.131 -2.097 8.050
97 S 6.774 -2.578 9.808
98 O 6.121 -1.377 10.537
99 C 5.454 -3.830 9.348
100 H 6.425 -2.513 7.331
101 H 8.174 -2.238 7.765
102 H 7.104 -1.012 7.949
103 H 5.008 -4.252 10.248
104 H 5.850 -4.676 8.786
105 H 4.639 -3.410 8.760

---

Entry 2:
Entry from the Open Molecules 2025 dataset: a 8-piece molecular cluster, C22H60O13 overall at a distorted geometry (ωB97M-V with the def2-TZVPD basis set).

## Properties
Orbital gap ... 9.971 eV
SMILES string ... COCCOC.COCCOC.COCCOC.COCCOC.COCCOC.CO.CO.O
E_tot ... -1852.0499 a.u.
Energy above the lowest of the compared OMol25 structures with the same formula, charge and spin ... 0.0 kcal/mol

Atoms and positions in Å:
1 C 5.077 -3.438 1.630
2 O 5.125 -2.205 0.978
3 C 4.049 -2.038 0.121
4 C 3.923 -0.636 -0.337
5 O 3.715 0.212 0.738
6 C 3.697 1.562 0.322
7 H 5.311 -4.265 0.944
8 H 4.074 -3.614 2.048
9 H 5.795 -3.436 2.444
10 H 3.114 -2.376 0.591
11 H 4.122 -2.702 -0.763
12 H 3.056 -0.608 -1.023
13 H 4.816 -0.382 -0.931
14 H 3.560 2.163 1.217
15 H 2.867 1.780 -0.364
16 H 4.651 1.777 -0.176
17 C 1.385 2.411 -7.997
18 O 1.981 2.660 -6.750
19 C 1.573 3.900 -6.201
20 C 2.346 4.162 -4.951
21 O 1.697 3.544 -3.864
22 C 2.356 3.800 -2.650
23 H 0.320 2.149 -7.879
24 H 1.906 1.577 -8.458
25 H 1.429 3.284 -8.666
26 H 0.500 3.846 -5.941
27 H 1.692 4.697 -6.948
28 H 2.425 5.244 -4.782
29 H 3.346 3.723 -5.106
30 H 3.319 3.264 -2.605
31 H 1.731 3.380 -1.864
32 H 2.535 4.864 -2.447
33 C -2.452 4.835 7.323
34 O -1.381 4.537 6.473
35 C -0.615 3.470 6.933
36 C 0.413 3.163 5.888
37 O -0.262 2.664 4.756
38 C 0.627 2.111 3.847
39 H -2.127 5.229 8.299
40 H -3.067 3.942 7.504
41 H -3.044 5.611 6.845
42 H -1.248 2.572 7.004
43 H -0.144 3.697 7.895
44 H 1.136 2.414 6.248
45 H 0.967 4.070 5.600
46 H 0.090 1.829 2.945
47 H 1.147 1.261 4.307
48 H 1.399 2.828 3.513
49 C -1.242 -3.042 1.091
50 O -1.889 -4.303 1.081
51 C -0.996 -5.343 1.375
52 C -1.716 -6.645 1.382
53 O -2.896 -6.656 2.155
54 C -2.684 -6.343 3.488
55 H -1.929 -2.299 0.692
56 H -0.349 -3.118 0.467
57 H -0.969 -2.702 2.103
58 H -0.552 -5.138 2.368
59 H -0.131 -5.391 0.689
60 H -1.032 -7.437 1.730
61 H -2.057 -6.922 0.385
62 H -3.616 -6.400 4.046
63 H -2.285 -5.333 3.655
64 H -1.976 -7.050 3.958
65 C -4.057 -1.461 -3.319
66 O -2.678 -1.528 -3.082
67 C -2.233 -2.787 -2.690
68 C -0.773 -2.716 -2.453
69 O -0.048 -2.391 -3.615
70 C 1.141 -3.114 -3.757
71 H -4.629 -1.512 -2.391
72 H -4.380 -2.256 -4.016
73 H -4.214 -0.544 -3.886
74 H -2.442 -3.503 -3.505
75 H -2.719 -3.162 -1.775
76 H -0.436 -3.660 -1.999
77 H -0.579 -1.923 -1.712
78 H 1.770 -3.092 -2.857
79 H 1.682 -2.698 -4.607
80 H 0.957 -4.174 -4.014
81 C -1.053 0.856 0.062
82 O -1.168 1.604 -1.121
83 H -1.527 -0.114 -0.045
84 H 0.016 0.696 0.302
85 H -1.421 1.393 0.947
86 H -0.973 2.537 -0.934
87 C -5.003 1.505 1.216
88 O -5.067 2.864 0.816
89 H -4.074 1.050 0.860
90 H -5.090 1.448 2.299
91 H -5.769 0.885 0.734
92 H -5.897 3.005 0.358
93 O -0.423 4.469 -0.750
94 H -0.396 5.250 -1.315
95 H -1.134 4.658 -0.120

---

Entry 3:
Entry from the Open Molecules 2025 dataset: a 8-piece molecular cluster, C22H60O8 overall at a distorted geometry (ωB97M-V with the def2-TZVPD basis set).

## Properties
Orbital gap ... 9.406 eV
SMILES string ... CC(C)O.CC(C)O.CC(C)O.CC(C)O.CC(C)O.CC(C)O.CC(C)O.CO
E_tot ... -1475.8056 a.u.
Energy above the lowest of the compared OMol25 structures with the same formula, charge and spin ... 183.3 kcal/mol

Atoms and positions in Å:
1 C 2.853 2.362 -2.681
2 C 1.666 1.465 -2.222
3 C 0.675 2.329 -1.528
4 O 1.125 0.881 -3.200
5 H 3.364 2.779 -1.845
6 H 2.519 3.189 -3.346
7 H 3.635 1.960 -3.311
8 H 2.043 0.771 -1.531
9 H 1.162 2.753 -0.629
10 H -0.098 1.610 -1.203
11 H 0.310 3.169 -2.148
12 H 1.124 -0.055 -3.132
13 C -0.759 5.027 0.217
14 C 0.041 6.173 -0.393
15 C 1.089 5.612 -1.351
16 O -0.670 6.840 -1.168
17 H -0.919 4.267 -0.521
18 H -1.687 5.343 0.605
19 H -0.136 4.590 0.960
20 H 0.501 6.799 0.383
21 H 1.782 6.448 -1.537
22 H 0.737 5.294 -2.335
23 H 1.735 4.827 -0.919
24 H -1.149 6.173 -1.681
25 C -2.863 0.627 1.164
26 C -3.449 1.753 2.041
27 C -2.445 2.520 2.790
28 O -4.249 2.488 1.459
29 H -2.536 -0.167 1.875
30 H -1.998 0.959 0.617
31 H -3.536 0.136 0.492
32 H -4.045 1.224 2.751
33 H -1.755 3.148 2.142
34 H -1.890 1.755 3.361
35 H -2.985 3.179 3.475
36 H -4.721 2.952 2.218
37 C 1.355 -4.838 1.044
38 C 0.450 -3.908 0.274
39 C -0.980 -4.343 0.403
40 O 0.514 -2.690 0.620
41 H 2.392 -4.614 0.818
42 H 1.203 -5.819 0.585
43 H 1.177 -4.793 2.102
44 H 0.774 -4.048 -0.754
45 H -1.597 -4.078 -0.485
46 H -1.527 -3.920 1.189
47 H -1.027 -5.457 0.360
48 H 0.108 -2.563 1.482
49 C 3.463 -1.691 -3.348
50 C 2.744 -2.051 -2.030
51 C 3.569 -1.643 -0.856
52 O 1.555 -1.689 -2.010
53 H 4.461 -2.161 -3.310
54 H 3.530 -0.629 -3.555
55 H 2.886 -2.084 -4.230
56 H 2.650 -3.102 -2.149
57 H 4.627 -1.798 -0.999
58 H 3.272 -2.164 0.084
59 H 3.597 -0.562 -0.645
60 H 1.102 -1.981 -1.212
61 C -1.856 -0.903 -1.524
62 C -1.633 -1.336 -2.954
63 C -1.628 -2.853 -2.946
64 O -2.626 -1.022 -3.700
65 H -1.050 -1.357 -1.016
66 H -2.741 -1.234 -1.044
67 H -1.734 0.150 -1.361
68 H -0.689 -0.994 -3.291
69 H -2.525 -3.305 -2.491
70 H -0.758 -3.232 -2.310
71 H -1.429 -3.197 -3.874
72 H -2.340 -1.157 -4.625
73 C 0.498 -2.716 4.150
74 C -0.905 -2.222 3.862
75 C -1.065 -0.815 4.458
76 O -1.227 -2.132 2.659
77 H 1.086 -1.876 3.717
78 H 0.704 -3.717 3.796
79 H 0.760 -2.753 5.197
80 H -1.601 -2.862 4.362
81 H -2.011 -0.283 4.267
82 H -0.223 -0.230 4.159
83 H -0.952 -0.854 5.519
84 H -2.205 -1.982 2.690
85 C 0.808 0.457 1.360
86 O 0.390 1.763 1.790
87 H 1.773 0.411 0.911
88 H 0.117 0.063 0.636
89 H 0.772 -0.174 2.249
90 H -0.474 1.808 2.109

---

Entry 4:
Entry from the Open Molecules 2025 dataset: a 7-piece molecular cluster, C22H61N3O10 overall at a distorted geometry (ωB97M-V with the def2-TZVPD basis set).

## Properties
Orbital gap ... 8.771 eV
SMILES string ... COCCNCCOC.COCCNCCOC.COCCNCCOC.CCO.CCO.O.O
E_tot ... -1791.2426 a.u.
Energy above the lowest of the compared OMol25 structures with the same formula, charge and spin ... 7.2 kcal/mol

Atoms and positions in Å:
1 C 8.872 11.071 8.554
2 O 9.322 11.575 9.775
3 C 10.602 12.251 9.770
4 C 10.646 13.195 10.997
5 N 10.547 12.451 12.314
6 C 11.843 11.994 12.814
7 C 11.603 11.033 14.038
8 O 10.585 10.186 13.638
9 C 10.671 8.852 14.288
10 H 7.833 10.762 8.668
11 H 9.457 10.190 8.290
12 H 8.897 11.797 7.742
13 H 10.768 12.856 8.878
14 H 11.423 11.535 9.798
15 H 9.761 13.828 10.932
16 H 11.511 13.854 11.073
17 H 9.954 11.640 12.210
18 H 12.434 12.830 13.189
19 H 12.478 11.394 12.162
20 H 11.217 11.550 14.917
21 H 12.486 10.509 14.404
22 H 10.459 8.971 15.351
23 H 11.602 8.308 14.130
24 H 9.860 8.318 13.793
25 C 13.345 16.932 11.504
26 O 13.252 16.535 12.806
27 C 12.995 15.193 13.085
28 C 13.108 14.955 14.641
29 N 11.992 15.605 15.419
30 C 12.041 15.490 16.885
31 C 11.924 14.025 17.310
32 O 10.685 13.355 16.884
33 C 9.550 13.906 17.497
34 H 12.412 16.862 10.946
35 H 14.070 16.404 10.884
36 H 13.660 17.976 11.501
37 H 13.643 14.536 12.505
38 H 11.981 14.982 12.746
39 H 13.998 15.399 15.086
40 H 13.102 13.879 14.817
41 H 11.743 16.542 15.137
42 H 11.198 16.015 17.336
43 H 12.936 15.829 17.407
44 H 11.966 13.920 18.394
45 H 12.755 13.442 16.914
46 H 8.763 13.215 17.196
47 H 9.375 14.926 17.155
48 H 9.732 14.018 18.565
49 C 16.610 9.619 20.004
50 O 17.901 10.079 20.001
51 C 18.021 11.320 20.569
52 C 19.514 11.675 20.668
53 N 20.286 10.707 21.574
54 C 21.714 10.602 21.381
55 C 22.295 9.391 22.155
56 O 21.807 8.154 21.613
57 C 22.423 6.966 21.974
58 H 16.491 8.593 19.656
59 H 15.917 10.280 19.484
60 H 16.288 9.445 21.031
61 H 17.586 11.397 21.565
62 H 17.512 12.053 19.942
63 H 19.506 12.725 20.963
64 H 19.894 11.711 19.647
65 H 19.922 9.782 21.397
66 H 22.184 11.519 21.737
67 H 21.976 10.516 20.326
68 H 22.090 9.375 23.226
69 H 23.373 9.504 22.034
70 H 23.500 7.062 21.837
71 H 22.055 6.178 21.317
72 H 22.245 6.594 22.983
73 C 17.689 12.774 15.741
74 C 16.946 11.785 16.665
75 O 16.878 10.575 15.928
76 H 17.406 13.790 16.014
77 H 17.323 12.811 14.715
78 H 18.756 12.569 15.646
79 H 15.946 12.167 16.872
80 H 17.530 11.587 17.564
81 H 17.759 10.299 15.664
82 C 13.442 10.494 17.202
83 C 13.828 9.144 17.845
84 O 14.996 8.687 17.105
85 H 12.356 10.454 17.115
86 H 13.880 10.790 16.249
87 H 13.653 11.294 17.912
88 H 13.048 8.391 17.738
89 H 13.965 9.330 18.910
90 H 15.485 9.440 16.765
91 O 17.259 6.853 16.948
92 H 16.675 7.612 16.972
93 H 17.969 7.077 17.550
94 O 13.620 6.367 15.634
95 H 14.375 5.992 15.180
96 H 13.909 7.240 15.900

---

Entry 5:
Entry from the Open Molecules 2025 dataset: a 15-piece molecular cluster, C22H62BN2O22 overall at a distorted geometry (ωB97M-V with the def2-TZVPD basis set).

## Properties
Orbital gap ... 8.428 eV
Total charge ... -1
E_tot ... -2665.3942 a.u.
Energy above the lowest of the compared OMol25 structures with the same formula, charge and spin ... 0.0 kcal/mol

Atoms and positions in Å:
1 O 21.476 0.671 13.613
2 C 20.658 -0.143 13.919
3 O 20.684 -1.437 13.673
4 B 19.528 -2.089 14.363
5 O 18.776 -0.999 14.974
6 C 19.371 0.162 14.720
7 O 19.002 1.242 15.068
8 O 19.883 -3.181 15.284
9 C 19.630 -4.357 14.687
10 O 19.911 -5.420 15.137
11 C 18.858 -4.078 13.384
12 O 18.739 -2.765 13.286
13 O 18.377 -4.914 12.684
14 C 17.137 -8.025 19.492
15 C 17.406 -8.043 18.001
16 C 17.688 -9.504 17.618
17 C 17.666 -9.726 16.111
18 C 16.326 -9.282 15.518
19 C 15.975 -7.837 15.851
20 N 16.224 -7.611 17.277
21 O 15.821 -6.322 17.683
22 C 16.678 -6.883 14.894
23 C 14.451 -7.656 15.661
24 C 18.656 -7.219 17.715
25 H 18.042 -8.297 20.052
26 H 16.343 -8.722 19.768
27 H 16.882 -7.069 19.960
28 H 18.633 -9.866 18.022
29 H 16.865 -10.086 18.050
30 H 17.781 -10.798 15.926
31 H 18.465 -9.179 15.609
32 H 15.532 -9.997 15.737
33 H 16.476 -9.354 14.433
34 H 16.420 -5.831 15.025
35 H 17.765 -6.983 14.938
36 H 16.413 -7.157 13.869
37 H 14.061 -8.277 14.851
38 H 13.909 -7.928 16.568
39 H 14.170 -6.622 15.454
40 H 18.527 -6.175 18.028
41 H 18.878 -7.170 16.652
42 H 19.511 -7.605 18.270
43 H 16.412 -5.698 17.233
44 C 22.290 -8.078 11.971
45 C 21.884 -9.239 12.866
46 C 21.264 -10.329 12.008
47 C 21.042 -11.587 12.842
48 C 22.416 -12.107 13.230
49 C 23.223 -11.102 14.074
50 N 23.044 -9.766 13.548
51 O 23.823 -8.786 14.175
52 C 22.814 -11.210 15.557
53 C 24.698 -11.522 13.967
54 C 20.822 -8.738 13.879
55 H 21.665 -8.108 11.070
56 H 23.280 -8.252 11.538
57 H 22.214 -7.100 12.429
58 H 20.322 -9.930 11.630
59 H 21.918 -10.590 11.170
60 H 20.448 -12.316 12.289
61 H 20.515 -11.345 13.771
62 H 22.991 -12.254 12.306
63 H 22.375 -13.065 13.750
64 H 21.802 -10.853 15.745
65 H 22.864 -12.254 15.874
66 H 23.480 -10.581 16.149
67 H 25.030 -11.371 12.937
68 H 25.323 -10.893 14.604
69 H 24.816 -12.569 14.241
70 H 21.021 -7.681 14.080
71 H 20.937 -9.194 14.867
72 H 19.748 -8.826 13.696
73 H 24.633 -8.721 13.656
74 O 23.895 2.121 13.903
75 H 24.096 2.425 14.793
76 H 23.004 1.743 13.975
77 O 22.785 -2.567 15.406
78 H 22.314 -2.249 14.625
79 H 22.147 -3.141 15.848
80 O 15.262 -4.231 11.856
81 H 15.673 -4.827 11.223
82 H 15.716 -4.439 12.681
83 O 22.782 -6.004 16.629
84 H 22.522 -6.466 15.826
85 H 21.969 -5.595 16.952
86 O 24.765 0.367 11.942
87 H 24.469 0.957 12.655
88 H 25.720 0.331 12.044
89 O 17.718 -1.415 10.881
90 H 18.160 -1.704 11.690
91 H 16.874 -1.060 11.170
92 O 22.476 -0.799 10.500
93 H 21.783 -0.201 10.795
94 H 23.104 -0.810 11.233
95 O 16.762 1.200 17.965
96 H 17.537 1.520 18.433
97 H 17.068 1.088 17.058
98 O 19.099 4.114 15.245
99 H 19.228 4.393 16.155
100 H 19.402 3.196 15.223
101 O 21.215 -3.880 17.833
102 H 21.987 -3.690 18.380
103 H 20.471 -3.889 18.444
104 O 21.021 -0.859 17.089
105 H 20.640 -1.743 17.131
106 H 21.900 -1.013 16.718
107 O 15.886 -2.598 14.395
108 H 15.851 -2.557 13.433
109 H 16.248 -1.747 14.661

---

Question: Which formula does entry 4 have?
Answer: C22H61N3O10

---

Question: Which value of E_tot does entry 3 give?
Answer: -1475.8056 a.u.